Entry from the Open Molecules 2025 dataset: a cluster of 2 separate species, C3H7N2O2 in total in a non-equilibrium geometry (wB97M-V/def2-TZVPD).

HOMO-LUMO gap (alpha / beta) ... 0.116 / 0.310 hartree
E_LUMO (alpha / beta) ... 4.013 / 3.663 eV
Highest occupied orbital energy (alpha / beta) ... 0.85 / -4.77 eV

```
! RIJCOSX wB97M-V def2-TZVPD def2/J DEFGRID3
* xyz -1 3
C -2.914 0.168 0.097
C -1.770 -0.226 0.506
C 0.591 0.590 -0.604
N 1.960 -1.201 -0.512
N 1.096 -0.364 0.266
O 1.852 0.352 1.284
O 0.817 1.808 -0.561
H -3.782 -0.049 0.608
H -2.976 0.854 -0.781
H -1.607 -1.007 1.266
H 0.099 0.276 -1.562
H 2.591 -0.630 -1.051
H 2.222 -1.962 0.041
H 1.821 1.392 1.005
*
```